# 1
54
Properties=species:S:1:pos:R:3 method="wB97M-V/def2-TZVPD" total_charge=-1 gap_ev=6.839 relative_energy_ev=0.0000
C -4.294 1.577 -1.049
O -3.029 1.053 -0.742
C -2.791 -0.248 -1.256
C -1.664 -0.847 -0.452
C -2.132 -1.261 0.953
C -1.944 -0.240 2.080
C -0.548 0.418 2.217
Nb -0.857 2.675 2.520
S 0.521 2.767 4.612
P 1.193 3.261 1.034
O 1.935 2.061 0.457
H -5.082 0.826 -0.999
H -4.512 2.342 -0.310
H -4.287 2.068 -2.025
H -2.453 -0.149 -2.286
H -3.685 -0.872 -1.224
H -1.293 -1.733 -0.945
H -0.868 -0.112 -0.447
H -3.202 -1.435 0.878
H -1.662 -2.206 1.216
H -2.118 -0.778 3.010
H -2.731 0.498 2.030
H -0.055 0.125 3.139
H 0.136 0.181 1.407
H -1.207 4.486 2.559
H -2.393 2.337 3.481
H -1.861 2.620 1.016
H -0.284 3.432 5.452
H 2.059 4.109 1.782
H 0.758 4.112 -0.020
O -1.370 -0.630 -4.421
C -0.233 -0.556 -4.046
O 0.167 -0.933 -2.815
C 1.567 -0.635 -2.630
C 2.140 -0.537 -4.036
C 0.948 -0.008 -4.828
H 1.651 0.304 -2.076
H 2.024 -1.426 -2.047
H 3.031 0.086 -4.089
H 2.403 -1.533 -4.398
H 0.894 1.081 -4.816
H 0.927 -0.369 -5.853
O 2.963 -3.862 -0.498
C 2.945 -3.011 0.347
O 3.059 -1.697 0.057
C 3.108 -0.920 1.275
C 2.472 -1.802 2.332
C 2.834 -3.205 1.851
H 4.156 -0.701 1.493
H 2.573 0.020 1.140
H 2.818 -1.574 3.339
H 1.389 -1.676 2.313
H 3.806 -3.532 2.227
H 2.078 -3.948 2.089

# 2
50
Properties=species:S:1:pos:R:3 method="wB97M-V/def2-TZVPD" gap_ev="4.939 / 6.599"
C -1.281 0.069 -2.237
C -0.026 -0.525 -2.592
C 0.997 0.451 -2.402
C 0.386 1.643 -1.913
C -1.024 1.416 -1.815
Pb -0.259 -0.277 0.460
C 1.235 -2.675 0.238
C -0.108 -2.673 0.189
C -1.324 -3.237 0.212
N -2.299 0.151 1.072
H 2.055 0.320 -2.634
H 0.115 -1.539 -2.964
H 0.897 2.580 -1.689
H -1.777 2.153 -1.530
H -2.260 -0.407 -2.314
H 1.851 -2.676 -0.672
H -2.559 -0.245 1.995
H 1.771 -2.625 1.200
H -1.491 -4.321 0.216
H -2.229 -2.617 0.228
O 1.010 -0.739 3.285
C 1.263 0.437 3.029
N 1.663 1.435 3.910
C 1.701 2.746 3.309
C 1.346 2.390 1.841
O 1.262 3.189 0.905
N 1.143 1.040 1.772
C 0.672 3.645 4.004
C -0.388 4.223 3.305
C -1.319 5.021 3.980
C -1.196 5.238 5.352
C -0.146 4.640 6.060
C 0.790 3.848 5.386
C 3.124 3.261 3.330
C 3.488 4.525 3.801
C 4.845 4.872 3.834
C 5.814 3.982 3.368
C 5.435 2.733 2.860
C 4.087 2.380 2.838
H 1.675 1.230 4.902
H -0.478 4.066 2.230
H -2.136 5.460 3.410
H -1.917 5.867 5.873
H -0.047 4.780 7.136
H 1.618 3.398 5.943
H 2.720 5.229 4.130
H 5.126 5.852 4.220
H 6.867 4.262 3.386
H 6.167 2.030 2.470
H 3.773 1.417 2.430

# 3
147
Properties=species:S:1:pos:R:3 method="wB97M-V/def2-TZVPD" gap_ev="6.399 / 7.302" s2=0.75 multiplicity=2
Hg 0.075 0.209 4.049
C 0.897 -1.816 0.150
C 0.277 -0.461 0.460
C -1.163 -0.363 -0.256
O 0.301 -0.291 1.844
H 1.003 -2.006 -0.918
H 0.306 -2.655 0.518
H 1.892 -1.921 0.584
H 0.800 0.254 -0.175
H -1.301 0.715 -0.339
H -1.930 -0.856 0.341
H -1.199 -0.751 -1.273
O 4.651 -3.704 -4.607
S 4.414 -2.759 -3.538
O 5.520 -1.912 -3.127
O 3.164 -1.769 -3.844
C 1.954 -2.344 -4.318
C 1.795 -2.063 -5.814
C 3.796 -3.580 -2.087
H 1.206 -1.940 -3.636
H 1.802 -3.416 -4.199
H 0.823 -2.393 -6.180
H 2.555 -2.593 -6.388
H 1.863 -1.022 -6.130
H 2.920 -4.122 -2.442
H 3.635 -2.874 -1.272
H 4.536 -4.303 -1.743
O -5.954 -3.914 -1.989
S -5.043 -2.792 -2.130
O -3.699 -2.951 -2.669
O -5.915 -1.691 -2.963
C -6.210 -1.901 -4.355
C -6.556 -0.543 -4.931
C -4.959 -2.010 -0.412
H -7.104 -2.521 -4.419
H -5.380 -2.405 -4.850
H -5.964 -0.017 -5.680
H -6.627 0.182 -4.119
H -7.501 -0.560 -5.475
H -5.725 -2.389 0.264
H -5.065 -0.935 -0.559
H -4.005 -2.303 0.025
O 1.887 -5.010 -0.377
S 2.374 -5.544 0.885
O 2.619 -6.956 1.022
O 3.738 -4.718 1.426
C 4.732 -5.418 2.124
C 5.669 -4.383 2.671
C 1.381 -4.956 2.307
H 5.177 -6.142 1.441
H 4.326 -6.021 2.936
H 6.654 -4.372 2.204
H 5.885 -4.827 3.643
H 5.278 -3.366 2.691
H 1.419 -3.875 2.442
H 1.804 -5.409 3.204
H 0.361 -5.336 2.246
O -4.535 0.409 2.438
S -3.456 1.201 2.968
O -2.295 0.573 3.715
O -2.877 2.181 1.710
C -3.714 2.498 0.567
C -4.120 3.958 0.747
C -4.165 2.614 4.071
H -4.556 1.830 0.387
H -3.150 2.493 -0.366
H -4.763 4.063 1.621
H -4.577 4.357 -0.159
H -3.202 4.542 0.810
H -4.400 2.081 4.992
H -5.110 3.048 3.744
H -3.373 3.361 4.130
O 4.780 1.570 4.041
S 3.534 1.431 3.295
O 2.327 0.945 4.004
O 3.176 2.836 2.464
C 4.183 3.396 1.520
C 5.077 4.479 2.285
C 3.820 0.339 1.826
H 3.654 3.812 0.663
H 4.973 2.684 1.282
H 4.393 5.314 2.439
H 5.807 4.865 1.574
H 5.552 4.118 3.197
H 4.595 0.693 1.146
H 2.857 0.059 1.397
H 4.205 -0.552 2.321
O 0.188 2.578 3.368
S -0.148 3.890 2.750
O -1.382 4.625 2.905
O 1.037 4.999 3.187
C 0.782 6.363 3.045
C 1.792 7.125 3.849
C 0.265 3.665 0.926
H -0.240 6.629 3.315
H 0.866 6.692 2.009
H 1.653 8.163 3.546
H 2.823 6.872 3.603
H 1.697 6.972 4.924
H 0.555 4.599 0.445
H -0.594 3.264 0.388
H 1.143 3.023 0.994
O 5.826 2.772 -3.272
S 6.077 2.337 -1.923
O 6.499 3.298 -0.852
O 4.649 1.627 -1.372
C 3.830 0.937 -2.353
C 2.565 1.772 -2.681
C 6.993 0.731 -1.803
H 3.498 -0.025 -1.962
H 4.423 0.674 -3.229
H 2.795 2.829 -2.814
H 1.920 1.908 -1.813
H 1.981 1.345 -3.496
H 6.853 0.415 -0.769
H 8.034 1.056 -1.803
H 6.598 0.019 -2.528
O -1.176 -1.809 4.327
S -1.835 -3.072 4.069
O -1.037 -4.273 3.875
O -2.955 -3.320 5.335
C -3.614 -2.171 5.858
C -4.785 -2.645 6.787
C -2.971 -2.876 2.656
H -3.927 -1.437 5.116
H -2.911 -1.719 6.558
H -5.377 -1.809 7.159
H -4.394 -3.283 7.581
H -5.466 -3.173 6.119
H -2.284 -2.527 1.886
H -3.744 -2.126 2.823
H -3.427 -3.829 2.388
O -2.129 1.730 -7.630
S -3.114 1.154 -6.734
O -3.868 0.011 -7.153
O -2.307 0.812 -5.296
C -2.890 0.024 -4.288
C -2.982 0.983 -3.114
C -4.203 2.453 -6.257
H -2.298 -0.872 -4.100
H -3.845 -0.332 -4.673
H -3.290 0.418 -2.235
H -3.643 1.804 -3.392
H -2.042 1.453 -2.823
H -3.616 3.219 -5.751
H -4.914 1.904 -5.640
H -4.766 2.780 -7.131

# 4
22
Properties=species:S:1:pos:R:3 method="wB97M-V/def2-TZVPD" gap_ev=9.697 relative_energy_ev=0.0000 smiles="O=C(O)[C@@H]1N[C@H]2[C@H](NN[C@@H]2Br)[C@H]1Cl"
O 0.343 2.500 -0.430
C 1.280 1.758 -0.205
O 2.295 2.069 0.643
C 1.345 0.424 -0.870
N 0.111 0.278 -1.633
C -0.789 -0.574 -0.914
C -0.058 -1.316 0.118
N -0.702 -1.257 1.386
N -1.358 0.002 1.405
C -1.961 0.340 0.184
Br -3.880 -0.244 -0.207
C 1.330 -0.598 0.215
Cl 2.750 -1.739 0.006
H 2.951 1.440 0.594
H 2.163 0.314 -1.592
H -0.338 1.138 -1.922
H -1.568 -1.243 -1.585
H -0.040 -2.426 -0.145
H -1.380 -2.040 1.417
H -1.773 0.101 2.351
H -1.977 1.324 -0.023
H 1.254 -0.252 1.209